{
  "formula": "CH14O6",
  "method": "ωB97M-V/def2-TZVPD",
  "symbols": ["C", "O", "H", "H", "H", "H", "H", "H", "O", "H", "H", "O", "H", "H", "O", "H", "H", "O", "H", "H", "O"],
  "coordinates": [[0.75028, 1.03552, 1.24992], [-0.00021, 0.58310, 0.09641], [0.12365, 1.61437, 1.89933], [1.59968, 1.66219, 0.97974], [1.03365, 0.16812, 1.84789], [-0.13969, -0.34913, 0.17651], [-1.09941, -2.59333, 1.21326], [0.07971, -2.36468, 0.28332], [-0.39545, -2.01938, 1.06462], [1.10845, -1.62119, -2.06029], [1.19055, -3.12704, -1.90530], [1.22975, -2.26973, -1.37943], [0.19007, -0.68726, -3.65575], [0.83194, 0.79183, -3.19275], [0.98735, -0.14696, -3.47600], [-2.49719, 0.68924, 3.20107], [-1.38190, -0.13119, 3.91972], [-2.20184, 0.37841, 4.05847], [-1.07362, 3.10590, -1.57038], [-0.18079, 2.15689, -0.78291], [-0.17583, 2.86990, -1.39308]],
  "e_homo_ev": [0.614, -7.401],
  "charge": -1,
  "molar_mass_g_mol": 122.1,
  "e_tot_ev": -13548.202,
  "multiplicity": 2,
  "s_squared": 0.75,
  "fmax_ev_per_a": 2.688,
  "lumo_energy_ev": [3.38, 3.23],
  "orbital_gap_ev": [2.7616, 10.6302]
}



{
  "formula": "C25H47ClIrP2",
  "method": "ωB97M-V/def2-TZVPD",
  "symbols": ["Ir", "C", "C", "C", "C", "C", "C", "H", "H", "H", "C", "H", "H", "H", "C", "H", "H", "H", "C", "H", "H", "H", "C", "H", "H", "H", "C", "C", "C", "C", "C", "C", "C", "C", "H", "H", "H", "H", "H", "H", "H", "H", "H", "H", "H", "H", "P", "C", "H", "H", "H", "C", "H", "H", "H", "C", "H", "H", "H", "P", "C", "H", "H", "H", "C", "H", "H", "H", "C", "H", "H", "H", "Cl", "C", "H", "H"],
  "coordinates": [[-0.95757, -0.24172, -0.03130], [1.63837, -1.01710, -1.88343], [0.69645, -1.59931, -2.78480], [-0.37367, 0.31257, -1.88287], [1.03415, 0.16357, -1.32234], [-0.47549, -0.83662, -2.83023], [2.99920, -1.54740, -1.52397], [3.00483, -2.61492, -1.25838], [3.44542, -1.04027, -0.66638], [3.72999, -1.44890, -2.33015], [1.92850, 1.30770, -1.06277], [2.69107, 1.07683, -0.30671], [1.39498, 2.18772, -0.69522], [2.44989, 1.57930, -2.01015], [-0.78912, 1.65237, -2.36257], [-0.38900, 1.82963, -3.37135], [-0.39845, 2.41463, -1.69117], [-1.88284, 1.74942, -2.35662], [-1.53508, -0.91109, -3.84947], [-1.12944, -1.24354, -4.81613], [-2.01996, 0.05179, -4.03896], [-2.33480, -1.61282, -3.60152], [0.97685, -2.77669, -3.65356], [1.56723, -2.45031, -4.53693], [0.03192, -3.19638, -4.01091], [1.56594, -3.52848, -3.10732], [-0.73022, -1.64498, 1.48367], [0.13344, -2.06608, 0.48070], [0.13813, -3.46747, -0.14380], [-1.14059, -3.79755, -0.99420], [-2.23923, -2.76143, -1.00203], [-2.94770, -2.36479, 0.07800], [-2.87651, -3.01995, 1.44728], [-1.56651, -2.70528, 2.20873], [0.29530, -4.26864, 0.62219], [-1.50226, -4.75891, -0.58639], [1.04775, -3.58932, -0.75135], [-0.97809, -3.61870, 2.27375], [-0.71590, -0.61990, 1.98847], [0.96335, -1.45110, 0.09336], [-1.72350, -2.41376, 3.26500], [-3.77345, -2.78313, 2.03859], [-3.87513, -1.82574, -0.15682], [-2.93622, -4.12071, 1.37984], [-0.85452, -4.07263, -2.02377], [-2.72937, -2.60340, -1.97039], [1.97819, -0.56311, 2.23710], [3.40009, 0.55622, 2.12652], [3.87947, 0.52672, 3.11513], [3.05747, 1.57954, 1.90153], [4.08655, 0.22858, 1.32679], [1.13813, -0.26966, 3.83198], [1.92556, -0.30276, 4.59507], [0.36742, -1.03965, 4.00789], [0.65643, 0.71382, 3.80446], [2.69138, -2.22920, 2.44516], [1.87537, -2.93378, 2.64906], [3.38840, -2.14951, 3.27569], [3.17934, -2.51798, 1.50441], [-2.88176, 0.82907, 0.83170], [-3.66832, 0.49856, -0.79804], [-4.55564, -0.14237, -0.65046], [-2.93665, -0.02028, -1.46351], [-3.91516, 1.47115, -1.19814], [-3.58339, 0.01106, 2.35122], [-3.85360, -1.00572, 2.07272], [-4.47900, 0.55838, 2.68883], [-2.84288, 0.00096, 3.17000], [-3.39096, 2.58747, 1.22694], [-4.41214, 2.54060, 1.66695], [-3.39695, 3.20056, 0.30714], [-2.69743, 3.02778, 1.97269], [-0.30000, 3.10352, 0.62763], [-0.10493, 1.35855, 1.21635], [0.95641, 1.44568, 1.42950], [-0.58923, 1.48242, 2.21569]],
  "e_homo_ev": [-8.371, -9.834],
  "charge": 1,
  "molar_mass_g_mol": 637.3,
  "e_tot_ev": -60612.025,
  "multiplicity": 5,
  "s_squared": 6.03,
  "fmax_ev_per_a": 3.161,
  "lumo_energy_ev": [-2.10, -4.83],
  "orbital_gap_ev": [6.2698, 5.0028]
}



{
  "formula": "C5H12N3O",
  "method": "ωB97M-V/def2-TZVPD",
  "symbols": ["C", "C", "C", "C", "C", "N", "N", "N", "O", "H", "H", "H", "H", "H", "H", "H", "H", "H", "H", "H", "H"],
  "coordinates": [[1.36099, -0.50050, -0.42644], [-0.82067, 0.12368, 0.86784], [-1.40584, 1.20013, 1.72451], [-1.74734, -1.10518, 0.76856], [0.91600, 0.78880, -2.44562], [0.46410, -0.31989, 1.37372], [0.61032, 0.25289, -1.14947], [2.38569, -1.24143, -0.66840], [-0.58480, 0.70413, -0.43045], [-0.71466, 2.02725, 1.91063], [-1.73923, 0.89012, 2.80045], [-2.21606, 1.68970, 1.29429], [-2.74902, -0.73199, 0.73177], [-1.61603, -1.70782, 1.75066], [-1.43294, -1.79317, -0.11424], [0.75659, 1.83847, -2.43649], [1.94443, 0.42204, -2.37656], [0.27739, 0.31760, -3.15343], [1.04578, 0.49034, 1.60199], [2.62256, -1.85872, 0.06957], [2.64272, -1.48647, -1.69288]],
  "e_homo_ev": -14.164,
  "charge": 1,
  "molar_mass_g_mol": 130.2,
  "e_tot_ev": -11886.287,
  "fmax_ev_per_a": 5.604,
  "lumo_energy_ev": -4.36,
  "orbital_gap_ev": 9.8068
}